--- a ---
Entry from OMol25: one molecule with the formula C3H5N3 (wB97M-V/def2-TZVPD).

The value obtained for the frontier orbital gap is 8.7 eV. The HOMO energy is -8.27 eV.

Geometry as XYZ:
```
11
C3H5N3 wB97M-V/def2-TZVPD
N -1.44716 0.10194 -1.54960
C -1.28327 0.08370 -0.23323
C 1.06749 -1.58643 0.50218
N 1.24223 -0.43291 1.12948
C 0.60578 0.82728 0.95032
N -0.45113 0.98756 0.27312
H -0.94302 0.71198 -2.18670
H -2.11981 -0.52704 -1.95847
H 0.41277 -1.37093 -0.36400
H 1.86495 -0.44630 1.93197
H 1.05116 1.65116 1.50491
```

--- b ---
Entry from OMol25: one molecule with the formula C3H5N3 (wB97M-V/def2-TZVPD).

The value obtained for the frontier orbital gap is 10.1 eV. The HOMO energy is -9.29 eV.

Geometry as XYZ:
```
11
C3H5N3 wB97M-V/def2-TZVPD
H 0.22660 -2.94219 0.05110
N 0.21368 -1.94869 0.24886
C -0.15358 -1.16800 -0.63791
N -0.12773 0.40875 -0.16929
C 0.28832 0.87755 1.11478
C -0.42659 1.18910 -1.17705
N -0.70929 1.81764 -2.09745
H -0.49518 -1.22730 -1.65814
H 0.70685 0.04133 1.66938
H 1.04129 1.66002 0.99424
H -0.56437 1.29180 1.66149
```

--- c ---
Entry from OMol25: one molecule with the formula C3H5N3 (wB97M-V/def2-TZVPD).

The value obtained for the frontier orbital gap is 8.4 eV. The HOMO energy is -7.90 eV.

Geometry as XYZ:
```
11
C3H5N3 wB97M-V/def2-TZVPD
N 0.16109 2.05014 -0.17810
C 0.01545 0.77412 -0.13597
C -0.97096 -0.18448 0.36368
N -0.52779 -1.41244 0.07141
N 0.66175 -1.52703 -0.44504
C 1.11688 -0.19307 -0.46149
H 1.24928 0.28441 0.66719
H -0.63617 2.50466 0.25556
H -1.94431 -0.01453 0.78859
H -1.02671 -2.27899 0.27029
H 1.90148 -0.00279 -1.19613
```

Stability ranking, top and bottom: b is the most stable and a is the least stable.

--- a ---
Entry from OMol25: a 2-piece molecular cluster, C3H5N3 overall (wB97M-V/def2-TZVPD).

The value obtained for the frontier orbital gap is 11.0 eV. The HOMO energy is -10.12 eV.

Geometry as XYZ:
```
11
C3H5N3 wB97M-V/def2-TZVPD
C -1.75417 -0.31948 -0.03176
N -0.76540 0.44498 -0.76624
C 0.19139 1.07321 -0.37608
N 1.26850 1.61966 -0.10263
H -2.57169 -0.57844 -0.70681
H -1.30071 -1.24118 0.34655
H -2.15905 0.25267 0.80936
H 1.24114 2.61830 0.06766
C 1.98449 -1.31428 0.29940
N 1.30453 -2.22816 0.48575
H 2.56587 -0.42678 0.12704
```

--- b ---
Entry from OMol25: one molecule with the formula C3H5N3 (wB97M-V/def2-TZVPD).

The value obtained for the frontier orbital gap is 9.5 eV. The HOMO energy is -8.33 eV.

Geometry as XYZ:
```
11
C3H5N3 wB97M-V/def2-TZVPD
N -2.17907 0.18732 -0.18611
C -0.93619 -0.18991 0.14727
C 1.43960 -1.05956 0.45712
C 2.08808 -0.30942 -0.34889
N 1.29332 0.39217 0.68658
N -0.02345 0.76517 0.17658
H -2.87222 -0.53836 -0.25130
H -2.43596 1.08544 -0.58353
H 1.06964 -1.98007 0.87055
H 2.75295 -0.06282 -1.15706
H -0.16432 1.77397 0.17560
```

Stability ranking, top and bottom: a is the most stable and b is the least stable.

--- a ---
Entry from OMol25: C12H15ClCuN3 as an isolated structure (wB97M-V/def2-TZVPD).

The value obtained for the frontier orbital gap (spin up / spin down) is 4.3 / 2.2 eV. The multiplicity is 2. The net charge is +1. The HOMO energy (spin up / spin down) is -9.70 / -9.70 eV. Its expectation value of S² is 0.762.

Geometry as XYZ:
```
32
C12H15ClCuN3 wB97M-V/def2-TZVPD
Cu 0.33489 1.09158 4.20546
Cl 0.05569 0.53190 1.69095
N 0.79269 -0.78153 -1.73831
C 0.56316 0.19623 -2.67791
C 0.69907 -0.37939 -3.91404
C 0.89517 -1.76892 -3.71085
C 0.83064 -2.01007 -2.36544
H 0.58808 -0.66945 -0.76172
H 0.14178 1.13603 -2.36023
H 0.57486 0.15167 -4.84315
H 1.10425 -2.44521 -4.52340
H 0.68468 -2.88651 -1.75591
N -1.69008 3.46868 0.98419
C -0.90551 4.52573 0.73525
C -1.65815 5.71783 0.54826
C -2.97947 5.36509 0.78331
C -2.94834 4.01000 1.14301
H -1.42309 2.52858 1.26807
H 0.17029 4.43584 0.66752
H -1.36612 6.71498 0.26517
H -3.86722 5.97410 0.77947
H -3.71250 3.27696 1.36589
N 0.98940 -2.72948 1.37959
C 2.18103 -3.22199 0.91035
C 2.23735 -4.55553 1.20709
C 0.94604 -4.92644 1.70404
C 0.25762 -3.76318 1.91216
H 0.75055 -1.75392 1.41731
H 2.90665 -2.53412 0.50769
H 2.96672 -5.29380 0.91790
H 0.63400 -5.89206 2.06557
H -0.75412 -3.51358 2.19271
```

--- b ---
Entry from OMol25: C12H15ClCuN3 as an isolated structure (wB97M-V/def2-TZVPD).

The value obtained for the frontier orbital gap (spin up / spin down) is 5.2 / 3.0 eV. The multiplicity is 2. The net charge is +1. The HOMO energy (spin up / spin down) is -10.15 / -10.15 eV. Its expectation value of S² is 0.762.

Geometry as XYZ:
```
32
C12H15ClCuN3 wB97M-V/def2-TZVPD
Cu -25.93476 16.16864 13.73729
Cl -26.69211 15.24611 15.77755
N -24.82111 15.37368 18.65309
C -23.91728 16.39410 18.69336
C -23.35787 16.41817 19.94048
C -23.96250 15.37278 20.69200
C -24.85618 14.74522 19.86999
H -25.39973 15.14515 17.86469
H -23.67258 16.94974 17.80433
H -22.56317 17.02751 20.33542
H -23.82983 15.14779 21.73683
H -25.57287 13.97185 20.08980
N -29.38601 16.86914 17.13889
C -29.75003 17.04431 18.44131
C -30.88902 17.80792 18.46225
C -31.19255 18.14229 17.11303
C -30.28711 17.50454 16.31431
H -28.55468 16.39198 16.83730
H -29.17954 16.62821 19.25450
H -31.44882 18.05546 19.34753
H -32.06585 18.71530 16.84838
H -30.12920 17.47521 15.24985
N -28.40895 12.56458 16.38281
C -27.90868 11.34686 16.57470
C -28.99433 10.41397 16.70076
C -30.15659 11.12920 16.60931
C -29.77351 12.47545 16.45104
H -27.90573 13.44178 16.21827
H -26.84466 11.16642 16.59960
H -28.82722 9.37081 16.91518
H -31.16270 10.74818 16.59128
H -30.36020 13.36964 16.29587
```

Stability ranking, top and bottom: b is the most stable and a is the least stable.

--- a ---
Entry from OMol25: one molecule with the formula C3H3N3O (wB97M-V/def2-TZVPD).

The value obtained for the frontier orbital gap is 11.1 eV. The HOMO energy is -10.91 eV.

Geometry as XYZ:
```
10
C3H3N3O wB97M-V/def2-TZVPD
O -1.89388 -1.09408 -1.50769
C -1.54475 -0.60599 -0.46664
N -0.20741 -0.48089 -0.03042
C 0.86931 -0.07458 -0.77686
N 1.65719 0.67567 -0.06102
C 1.02257 0.70954 1.15792
N -0.08871 0.04055 1.22667
H -2.19067 -0.14259 0.28118
H 1.01889 -0.33339 -1.81970
H 1.35745 1.30575 1.99656
```

--- b ---
Entry from OMol25: one molecule with the formula C3H3N3O (wB97M-V/def2-TZVPD).

The value obtained for the frontier orbital gap is 10.3 eV. The HOMO energy is -10.19 eV.

Geometry as XYZ:
```
10
C3H3N3O wB97M-V/def2-TZVPD
C 0.25342 -0.91112 0.95073
N 0.85075 0.20165 1.14542
C 0.79122 1.19124 0.17271
N -0.24990 1.48224 -0.60152
O -1.21137 0.49245 -0.37412
C -0.84371 -0.65358 -0.88122
N -0.11197 -1.46087 -0.33740
H 0.05497 -1.53329 1.94879
H 1.53120 2.04463 -0.04962
H -1.06462 -0.85334 -1.97378
```

Stability ranking, top and bottom: a is the most stable and b is the least stable.

--- a ---
Entry from OMol25: one molecule with the formula C3H3N3O (wB97M-V/def2-TZVPD).

The value obtained for the frontier orbital gap is 9.4 eV. The HOMO energy is -9.17 eV.

Geometry as XYZ:
```
10
C3H3N3O wB97M-V/def2-TZVPD
O 2.17684 -0.13820 -0.04890
C 0.78566 -0.31028 0.06399
C -0.01500 0.89843 -0.06028
C -1.31479 0.75080 0.06909
N -1.86330 -0.55624 -0.07019
N -1.08600 -1.51691 -0.09772
N 0.23734 -1.54471 0.16779
H 2.74269 -1.05363 -0.22592
H 0.37214 1.99668 0.07554
H -2.03558 1.47406 0.12659
```

--- b ---
Entry from OMol25: one molecule with the formula C3H3N3O (wB97M-V/def2-TZVPD).

The value obtained for the frontier orbital gap is 8.3 eV. The HOMO energy is -8.89 eV.

Geometry as XYZ:
```
10
C3H3N3O wB97M-V/def2-TZVPD
O -0.04645 -1.79639 -0.59175
C -0.21715 -0.58374 -0.07343
C 0.22722 -0.37629 1.22446
N 0.39195 0.91515 1.57881
N 0.46004 1.78531 0.72604
C 0.04466 1.10141 -0.85271
N -0.94392 0.28182 -0.90545
H -0.66916 -1.89707 -1.32752
H 0.46308 -1.18439 1.90325
H 0.28973 1.75418 -1.68169
```

Stability ranking, top and bottom: a is the most stable and b is the least stable.

--- a ---
Entry from OMol25: one molecule with the formula C3H3N3O (wB97M-V/def2-TZVPD).

The value obtained for the frontier orbital gap is 8.5 eV. The HOMO energy is -9.26 eV.

Geometry as XYZ:
```
10
C3H3N3O wB97M-V/def2-TZVPD
O -1.80898 0.21512 1.70801
C -0.97139 0.20833 0.83870
N -0.19193 -0.91857 0.60145
N 0.79385 -0.90519 -0.39343
C 1.07940 0.08373 -1.18783
C 0.20708 1.22957 -0.88922
N -0.70314 1.32331 0.01197
H -0.29584 -1.72127 1.21020
H 1.48416 -1.63012 -0.41391
H 0.40680 2.11508 -1.48593
```

--- b ---
Entry from OMol25: a 2-piece molecular cluster, C3H3N3O overall (wB97M-V/def2-TZVPD).

The value obtained for the frontier orbital gap is 10.2 eV. The HOMO energy is -9.68 eV.

Geometry as XYZ:
```
10
C3H3N3O wB97M-V/def2-TZVPD
N -0.70690 1.55249 -1.24625
C -0.34452 1.09054 -0.18552
C -0.04598 0.63018 1.02313
C -0.34141 -0.75434 1.40297
O -0.79729 -1.60256 0.66328
H -0.07995 1.47596 -2.04476
H 0.42801 1.30245 1.72989
H -0.10530 -0.98752 2.46097
N 0.97820 -0.85026 -2.12455
N 1.01514 -1.85694 -1.67918
```

Stability ranking, top and bottom: b is the most stable and a is the least stable.